Formula: C40H38N10O3S2Y
Source: the Open Molecules 2025 dataset
Level of theory: ωB97M-V/def2-TZVPD

Structure (XYZ):
```
94
Properties=species:S:1:pos:R:3:forces:R:3:nbo_charge:R:1
Y -0.241 0.196 0.393 -0.42 -0.71 0.30 1.901
N -2.559 0.139 4.418 -0.03 -0.18 -0.06 -0.604
C -1.535 -0.002 5.385 0.00 -0.02 -0.07 0.202
C -1.689 0.581 6.629 0.05 0.02 0.02 -0.241
C -0.693 0.448 7.588 0.02 -0.03 -0.04 -0.194
C 0.457 -0.263 7.289 -0.03 0.03 0.03 -0.204
C 0.610 -0.836 6.035 0.02 0.00 -0.09 -0.185
C -0.387 -0.719 5.079 0.12 0.09 0.19 -0.256
S -0.176 -1.500 3.509 -0.22 -0.17 -0.06 0.546
N -1.432 -0.814 2.577 0.55 0.33 0.16 -0.712
C -2.413 -0.179 3.107 -0.16 0.05 -0.18 0.448
C -3.524 0.201 2.171 0.00 0.01 -0.03 0.166
C -4.671 0.867 2.579 0.01 0.00 -0.08 -0.224
C -5.630 1.180 1.626 0.02 -0.03 -0.07 -0.152
C -5.406 0.830 0.306 0.00 -0.01 0.06 -0.237
C -4.227 0.165 -0.005 -0.04 0.02 -0.01 0.070
N -3.321 -0.162 0.904 0.05 -0.01 0.04 -0.425
H -3.326 0.735 4.673 -0.03 -0.02 0.01 0.409
H -2.590 1.139 6.854 -0.02 0.01 -0.01 0.214
H -0.820 0.900 8.561 -0.01 0.01 0.02 0.227
H 1.240 -0.373 8.026 0.01 0.00 0.02 0.228
H 1.513 -1.384 5.797 0.02 -0.01 -0.02 0.227
H -4.848 1.156 3.605 0.03 0.00 0.02 0.212
H -6.534 1.699 1.913 0.00 0.00 0.02 0.232
H -6.118 1.072 -0.470 0.00 0.01 -0.01 0.235
H -3.988 -0.094 -1.030 -0.02 -0.01 -0.01 0.213
O 1.596 0.529 -0.564 -0.11 0.02 -0.02 -0.905
C 2.857 0.592 -0.213 0.08 -0.07 0.21 0.455
C 3.861 0.081 -1.051 0.03 0.12 0.08 -0.286
C 5.186 0.119 -0.671 -0.05 -0.04 -0.09 -0.173
C 5.562 0.655 0.557 0.05 0.04 0.12 -0.267
C 4.588 1.154 1.399 0.01 -0.04 -0.11 -0.162
C 3.238 1.139 1.035 0.12 -0.10 -0.13 -0.224
C 2.246 1.696 1.950 0.10 0.09 -0.02 0.423
N 0.988 1.315 2.150 0.11 0.07 -0.23 -0.620
C 0.480 2.140 3.132 -0.01 0.07 0.07 -0.067
C 1.433 3.016 3.533 -0.11 0.01 0.06 -0.078
N 2.542 2.726 2.776 -0.09 -0.19 -0.05 -0.499
H 3.562 -0.342 -2.001 -0.03 0.00 -0.01 0.221
H 5.940 -0.283 -1.336 0.02 0.00 0.00 0.216
H 6.600 0.667 0.858 0.00 0.00 0.00 0.218
H 4.875 1.532 2.374 0.01 0.01 0.02 0.201
H -0.544 2.069 3.453 -0.01 0.03 0.01 0.219
H 1.423 3.812 4.254 -0.03 0.00 0.02 0.229
H 3.412 3.227 2.769 0.01 0.01 0.00 0.431
N -4.776 7.256 -2.175 -0.04 0.11 -0.06 -0.782
C -4.021 6.191 -1.756 0.06 -0.07 0.01 0.208
C -2.673 6.083 -2.122 -0.04 -0.06 0.05 -0.280
C -1.902 5.038 -1.657 -0.01 0.03 -0.03 -0.129
C -2.463 4.083 -0.817 0.08 0.04 -0.04 -0.352
C -3.797 4.178 -0.445 -0.12 -0.10 0.10 -0.169
C -4.572 5.219 -0.910 0.02 0.04 -0.04 -0.274
S -1.467 2.781 -0.225 -0.01 0.17 0.13 2.295
O -1.954 2.368 1.097 0.15 0.10 -0.17 -0.980
O -0.079 3.181 -0.265 -0.13 0.18 -0.02 -0.909
N -1.656 1.419 -1.049 -0.21 0.21 -0.07 -1.056
C -1.085 1.206 -2.282 -0.08 0.08 0.34 0.554
N -0.850 2.208 -3.126 0.04 -0.06 -0.20 -0.481
C -0.225 1.871 -4.247 0.07 -0.11 -0.07 0.117
C 0.174 0.572 -4.528 -0.04 -0.06 0.08 -0.343
C -0.134 -0.389 -3.579 -0.02 0.03 -0.07 0.115
N -0.786 -0.094 -2.458 0.17 0.12 -0.12 -0.510
H -4.438 7.797 -2.952 0.00 0.00 0.01 0.391
H -5.776 7.188 -2.113 0.00 -0.02 0.01 0.389
H -2.232 6.832 -2.767 0.01 0.02 -0.01 0.218
H -0.863 4.957 -1.936 0.06 -0.03 -0.01 0.249
H -4.225 3.443 0.224 0.04 -0.01 0.01 0.225
H -5.608 5.300 -0.610 -0.03 0.00 0.01 0.210
H -0.024 2.672 -4.951 -0.02 0.02 0.03 0.202
H 0.701 0.320 -5.436 0.00 0.02 -0.01 0.233
H 0.151 -1.427 -3.715 0.00 0.00 0.02 0.202
C -4.204 -3.822 -0.324 0.02 -0.01 0.02 -0.413
N -2.765 -3.910 0.017 0.05 0.09 -0.02 -0.342
C -2.531 -3.653 1.468 -0.03 -0.04 -0.07 -0.429
C -1.924 -2.971 -0.849 -0.19 -0.10 0.00 -0.228
C -0.472 -3.196 -0.561 0.03 0.14 0.05 -0.036
C 0.080 -4.430 -0.913 -0.04 -0.01 -0.01 -0.269
C 1.373 -4.739 -0.533 0.10 -0.02 0.05 -0.222
C 2.111 -3.796 0.174 -0.01 -0.01 -0.07 -0.203
C 1.559 -2.555 0.461 -0.04 -0.05 0.04 -0.211
C 0.239 -2.202 0.123 0.08 -0.02 0.02 -0.538
H -4.763 -4.527 0.289 -0.01 0.00 -0.03 0.227
H -4.332 -4.050 -1.379 -0.03 0.00 0.01 0.228
H -4.536 -2.807 -0.116 0.00 -0.01 -0.01 0.229
H -2.432 -4.854 -0.183 0.04 0.00 -0.02 0.427
H -2.859 -2.638 1.676 0.02 -0.02 0.01 0.244
H -1.465 -3.735 1.662 -0.04 0.00 0.05 0.261
H -3.095 -4.382 2.045 0.00 0.01 0.01 0.217
H -2.253 -1.969 -0.579 0.07 0.02 -0.03 0.238
H -2.220 -3.181 -1.879 0.04 -0.06 0.00 0.214
H -0.488 -5.156 -1.493 -0.03 0.01 -0.02 0.191
H 1.807 -5.696 -0.791 0.01 -0.01 -0.02 0.218
H 3.125 -4.021 0.477 0.02 -0.02 0.00 0.217
H 2.196 -1.842 0.980 -0.02 0.02 -0.01 0.208
```
Forces are in eV/Å.

Summary:
Energy relative to the best compared isomer or geometry (same formula, charge and spin) in eV: 0.1091
LUMO in eV: -2.572
Multiplicity: 1
Electronic energy in a.u.: -3155.0415
Frontier orbital gap in Eh: 0.252
Largest force on an atom in eV/A: 0.9
Charge: +1